# 1
Below is a structure of composition C40H39GeN4O2Y, with properties calculated with ωB97M-V with the def2-TZVPD basis set.

```
! RIJCOSX wB97M-V def2-TZVPD def2/J DEFGRID3
* xyz 2 1
Y 0.3143 1.1299 0.7317
C 1.2215 2.4758 3.6979
C 2.0606 1.1976 3.7053
C 3.0221 1.0839 2.5443
C 4.3375 0.6936 2.7598
C 5.2227 0.6510 1.6981
C 4.7809 1.0222 0.4350
C 3.4613 1.3846 0.2928
N 2.5887 1.4010 1.3132
N 0.0087 2.4391 2.8364
C -1.1209 1.7912 3.5316
C -2.2642 1.5141 2.5825
C -3.5513 1.3605 3.0673
C -4.5825 1.0972 2.1810
C -4.3003 1.0199 0.8251
C -2.9950 1.1932 0.4158
N -1.9863 1.4259 1.2703
C -0.3882 3.8277 2.5229
C 0.4282 4.4315 1.4151
C 0.7601 5.7766 1.4486
C 1.4572 6.3317 0.3898
C 1.8183 5.5109 -0.6669
C 1.4586 4.1802 -0.6160
N 0.7664 3.6302 0.3924
H 1.8395 3.3048 3.3482
H 0.9127 2.7137 4.7209
H 1.4167 0.3174 3.7527
H 2.6490 1.1929 4.6223
H 4.6609 0.4361 3.7589
H 6.2490 0.3464 1.8533
H 5.4434 1.0288 -0.4181
H 3.0817 1.6820 -0.6809
H -1.4858 2.4277 4.3458
H -0.7864 0.8505 3.9677
H -3.7391 1.4504 4.1289
H -5.5945 0.9687 2.5412
H -5.0751 0.8353 0.0949
H -2.7365 1.1553 -0.6332
H -0.3165 4.4498 3.4208
H -1.4361 3.8323 2.2156
H 0.4719 6.3776 2.3005
H 1.7216 7.3804 0.3934
H 2.3724 5.8888 -1.5140
H 1.7509 3.5219 -1.4220
O -0.0668 -0.5081 2.2124
C 0.4153 -1.3803 1.4086
O 1.0923 -0.9614 0.4217
C 0.0339 -2.8124 1.4881
C -1.1107 -2.9818 0.4657
Ge -0.7000 -2.5724 -1.4391
C 1.0488 -3.2491 -1.9204
C 1.9277 -2.5876 -2.7745
C 3.1573 -3.1461 -3.0970
C 3.5213 -4.3759 -2.5679
C 2.6495 -5.0532 -1.7268
C 1.4200 -4.4934 -1.4088
C -0.9098 -0.6490 -1.9545
C 0.0989 0.3410 -1.9310
C -0.1176 1.6057 -2.4838
C -1.3491 1.9358 -3.0368
C -2.3387 0.9688 -3.0943
C -2.1136 -0.3019 -2.5711
C -2.0857 -3.5494 -2.3957
C -3.4098 -3.5367 -1.9493
C -4.3849 -4.2857 -2.5906
C -4.0449 -5.0674 -3.6870
C -2.7333 -5.0978 -4.1356
C -1.7593 -4.3441 -3.4928
H -0.2877 -3.0671 2.4960
H 0.8882 -3.4236 1.1966
H -1.9774 -2.3974 0.7884
H -1.4358 -4.0229 0.4532
H 1.6466 -1.6424 -3.2254
H 3.8260 -2.6298 -3.7739
H 4.4769 -4.8142 -2.8229
H 2.9227 -6.0212 -1.3279
H 0.7411 -5.0457 -0.7662
H 1.1158 0.0468 -1.6742
H 0.7055 2.3001 -2.5850
H -1.5078 2.9121 -3.4751
H -3.2828 1.1917 -3.5754
H -2.8877 -1.0509 -2.6809
H -3.6905 -2.9478 -1.0798
H -5.4065 -4.2681 -2.2336
H -4.8022 -5.6572 -4.1860
H -2.4657 -5.7119 -4.9852
H -0.7374 -4.3785 -3.8528
*
```

## Properties
- Gap between HOMO and LUMO: 7.810 eV
- Maximum force: 0.0176 Eh/bohr
- Lowest unoccupied orbital energy: -5.3 eV
- E_HOMO: -0.4801 Ha
- E_tot: -4032.1550 Ha

# 2
Below is a structure of composition C4H9O3Si2 at a distorted geometry, with properties calculated with ωB97M-V with the def2-TZVPD basis set.

```
! RIJCOSX wB97M-V def2-TZVPD def2/J DEFGRID3
* xyz -1 3
C -3.2698 -0.1618 0.0907
C 1.2565 -0.9703 -0.0738
C 1.7428 0.2088 0.7281
C -0.2301 -1.2624 -0.0763
O -3.2927 -1.1342 0.7643
O -3.9976 0.7504 -0.2423
O -0.7080 1.5200 0.1661
Si 0.9387 1.7941 0.1441
Si -1.3141 0.1845 -0.5559
H 1.5624 -0.7323 -1.2574
H 1.7456 -1.8443 0.0843
H 1.3980 -0.0179 1.7391
H 2.8119 0.3273 0.6011
H -0.3168 -2.1740 -0.6343
H -0.7241 -1.6949 0.8737
H 0.9233 2.7767 1.2265
H 1.3829 2.1711 -1.1343
H 0.0911 0.2594 -2.4438
*
```

## Properties
- Gap between HOMO and LUMO (spin up / spin down): 4.592 / 5.228 eV
- Maximum force: 0.0986 Eh/bohr
- Lowest unoccupied orbital energy (spin up / spin down): 3.5 / 1.9 eV
- E_HOMO (spin up / spin down): -0.0397 / -0.1229 Ha
- E_tot: -962.4632 Ha

# 3
Below is the molecule C21H17ClF3N3O3S at a distorted geometry, with properties calculated with ωB97M-V with the def2-TZVPD basis set.

```
! RIJCOSX wB97M-V def2-TZVPD def2/J DEFGRID3
* xyz 0 1
C -4.7813 -1.4266 2.1413
H -5.4568 -2.2792 2.1861
O -4.9127 -0.9060 0.8384
C -4.1472 0.1517 0.4797
C -3.2465 0.8036 1.3182
C -2.4778 1.8439 0.8323
C -2.6025 2.2615 -0.4877
C -3.5471 1.6463 -1.3111
C -4.2991 0.5967 -0.8384
H -5.0179 0.0962 -1.4674
H -3.6635 1.9930 -2.3264
C -1.7863 3.3622 -1.0451
O -2.2042 4.2482 -1.7369
O -0.4483 3.3588 -0.7567
N 0.0427 2.1829 -0.1961
C 1.2842 2.2017 0.0756
C 1.9145 1.0512 0.6548
C 1.3560 -0.1400 1.1385
N 2.3697 -0.8697 1.6481
N 3.5344 -0.2600 1.5255
C 3.2924 0.8932 0.9283
C 4.3884 1.8389 0.5812
F 5.5938 1.4013 0.9392
F 4.2225 3.0448 1.1567
F 4.4368 2.0722 -0.7467
C 2.2835 -2.1510 2.2844
H 1.9463 -2.0436 3.3166
H 1.5754 -2.7797 1.7456
H 3.2763 -2.5941 2.2725
S -0.2707 -0.7618 1.1197
C -0.5674 -0.7948 -0.6994
C 0.6456 -1.2963 -1.4024
C 1.4472 -0.4182 -2.1252
C 2.6271 -0.8397 -2.7101
C 3.0275 -2.1588 -2.5835
C 2.2391 -3.0563 -1.8854
C 1.0612 -2.6229 -1.3008
Cl 0.0976 -3.7672 -0.4221
H 2.5346 -4.0890 -1.7869
H 3.9513 -2.4931 -3.0290
H 3.2353 -0.1354 -3.2555
H 1.1333 0.6090 -2.2281
H -0.8240 0.2177 -1.0027
H -1.4251 -1.4569 -0.8102
H 1.9066 3.0769 -0.1046
H -1.7851 2.3387 1.4957
H -3.1269 0.5044 2.3466
H -3.7576 -1.7619 2.3358
H -5.0757 -0.6928 2.8978
*
```

## Properties
- SMILES: COc1ccc(C(=O)O/N=C/c2c(C(F)(F)F)nn(C)c2SCc2ccccc2Cl)cc1
- Gap between HOMO and LUMO: 8.984 eV
- Maximum force: 0.0215 Eh/bohr
- Energy above the lowest of the compared OMol25 structures with the same formula, charge and spin: 0.0 kJ/mol
- Lowest unoccupied orbital energy: 0.1 eV
- E_HOMO: -0.3252 Ha
- E_tot: -2358.3799 Ha

# 4
Below is a structure of composition C21H47InO7P, with properties calculated with ωB97M-V with the def2-TZVPD basis set.

```
! RIJCOSX wB97M-V def2-TZVPD def2/J DEFGRID3
* xyz -1 1
C 3.3677 -1.9608 1.4436
C 2.4358 -0.8329 0.9780
In 0.7853 -1.5192 -0.2940
P -0.9994 -2.4325 1.3401
C -2.2383 -1.0361 1.2932
O -1.8533 -3.5627 0.3292
H 4.2719 -2.0262 0.8285
H 2.9078 -2.9534 1.4011
H 3.7166 -1.8378 2.4778
H 1.9812 -0.3450 1.8415
H 3.0029 -0.0657 0.4447
H 0.0613 -0.2345 -1.2915
H 1.3299 -2.8871 -1.2876
H -2.4751 -0.7231 2.3130
H -3.1579 -1.3992 0.8276
H -1.8968 -0.1668 0.7267
H -1.2205 -3.8593 -0.3410
C -1.1592 -7.9625 2.4657
C -0.7262 -6.8110 3.3524
O 0.2723 -6.8907 4.0302
C -1.6165 -5.6022 3.3269
H -0.4570 -8.7880 2.5545
H -2.1631 -8.2903 2.7447
H -1.2144 -7.6255 1.4287
H -2.6134 -5.8857 3.6765
H -1.7263 -5.2109 2.3118
H -1.2115 -4.8090 3.9493
C -3.1177 -4.0928 -4.6291
C -2.8659 -3.4943 -3.2569
O -1.9332 -2.7613 -3.0520
C -3.8462 -3.8728 -2.1723
H -2.3528 -3.7539 -5.3235
H -3.1092 -5.1832 -4.5689
H -4.1075 -3.8029 -4.9893
H -3.8723 -4.9599 -2.0597
H -4.8535 -3.5610 -2.4599
H -3.5437 -3.4230 -1.2287
C 0.7362 4.6636 -0.2708
C 1.5121 3.3776 -0.4651
O 2.1147 2.8648 0.4494
C 1.4950 2.8252 -1.8647
H 0.8054 4.9806 0.7682
H 1.1451 5.4342 -0.9289
H -0.3078 4.5307 -0.5609
H 1.9383 3.5739 -2.5274
H 0.4655 2.6412 -2.1675
H 2.0516 1.8918 -1.9104
C 1.1020 1.2579 4.9609
C 0.5357 -0.1456 4.9369
O 0.4914 -0.7899 3.9226
C 0.0283 -0.6964 6.2536
H 1.4321 1.5340 3.9620
H 0.3458 1.9625 5.3151
H 1.9401 1.3114 5.6599
H -0.7621 -0.0539 6.6485
H 0.8322 -0.7052 6.9929
H -0.3501 -1.7040 6.1012
C -3.2100 2.0842 -4.2476
C -2.2696 3.2545 -4.0907
O -1.4712 3.3015 -3.1881
C -2.3690 4.3536 -5.1239
H -3.0289 1.3597 -3.4576
H -4.2462 2.4291 -4.2187
H -3.0587 1.6132 -5.2213
H -3.3777 4.7722 -5.1286
H -2.1915 3.9434 -6.1202
H -1.6422 5.1323 -4.9074
C 4.5098 7.6228 -0.5776
C 4.1020 6.3749 -1.3256
O 3.2344 6.3924 -2.1663
C 4.8152 5.1005 -0.9494
H 3.9264 8.4722 -0.9238
H 4.3577 7.4763 0.4935
H 5.5749 7.8151 -0.7224
H 4.6641 4.8880 0.1110
H 5.8909 5.2121 -1.1027
H 4.4357 4.2707 -1.5398
*
```

## Properties
- Gap between HOMO and LUMO: 5.373 eV
- Maximum force: 0.0073 Eh/bohr
- Lowest unoccupied orbital energy: 2.4 eV
- E_HOMO: -0.1090 Ha
- E_tot: -1886.4651 Ha

# 5
Below is the molecule C8H7Cl3 at a distorted geometry, with properties calculated with ωB97M-V with the def2-TZVPD basis set.

```
! RIJCOSX wB97M-V def2-TZVPD def2/J DEFGRID3
* xyz 0 1
C -1.4237 0.9393 0.0798
C -1.3091 -0.1440 0.8708
C 2.3085 -0.7310 -0.5477
C 1.0773 0.2091 -0.4657
C 3.6000 -0.8297 -1.1996
C -0.2039 0.2106 0.0585
C -2.1266 2.0393 -0.6040
C -1.6042 -1.1576 1.9218
Cl 1.8931 -2.0950 0.4823
Cl 1.2718 1.4756 -1.6171
Cl 4.5038 -2.2138 -1.2218
H 3.7720 -0.0566 -2.0138
H -2.4963 1.3839 -1.3030
H -1.3921 2.7107 -0.9722
H -2.9532 2.7001 -0.0452
H -0.6322 -1.6811 2.1507
H -2.2377 -1.9704 1.6115
H -2.0474 -0.7893 2.8148
*
```

## Properties
- SMILES: CC1=C(C)C1=C(Cl)/C(Cl)=C/Cl
- Gap between HOMO and LUMO: 8.011 eV
- Maximum force: 0.1326 Eh/bohr
- Energy above the lowest of the compared OMol25 structures with the same formula, charge and spin: 408.1 kJ/mol
- Lowest unoccupied orbital energy: 0.6 eV
- E_HOMO: -0.2732 Ha
- E_tot: -1689.4389 Ha

# 6
Below is the ion C5H8F4NO with charge +1 at a distorted geometry, with properties calculated with ωB97M-V with the def2-TZVPD basis set.

```
! RIJCOSX wB97M-V def2-TZVPD def2/J DEFGRID3
* xyz 1 1
F -1.5708 -2.6739 -0.8917
C -1.2484 -1.5390 -1.5361
F -1.3360 -1.7251 -2.8701
C 0.2321 -1.1874 -1.1925
F 0.9034 -2.3132 -0.8679
F 0.8385 -0.5919 -2.2558
C 0.4379 -0.2455 -0.0213
N 0.0925 1.2046 -0.2257
C 0.4196 1.7339 1.1569
C 0.1862 0.4796 2.0402
O -0.2485 -0.5353 1.1271
H -1.9491 -0.7630 -1.2329
H 1.5106 -0.2372 0.1894
H -0.8960 1.3741 -0.3874
H 0.6916 1.6480 -0.9197
H 1.4708 1.9808 1.1671
H -0.1408 2.6190 1.4076
H -0.5203 0.6161 2.8412
H 1.1265 0.1555 2.4715
*
```

## Properties
- SMILES: FC(F)C(F)(F)[C@H]1[NH2+]CCO1
- Gap between HOMO and LUMO: 12.351 eV
- Maximum force: 0.0204 Eh/bohr
- Lowest unoccupied orbital energy: -3.8 eV
- E_HOMO: -0.5924 Ha
- E_tot: -724.4943 Ha

Question: maximum force of number 5 (C8H7Cl3)?
Answer: 0.1326 Eh/bohr

Question: Which value of E_tot does entry 2 give?
Answer: -962.4632 Ha